Record 1
This record from the Open Molecules 2025 dataset describes a structure of composition C13H26BaN6O6 in a non-equilibrium geometry. The level of theory is the ωB97M-V functional and the def2-TZVPD basis.

XYZ file:
```
52
Properties=species:S:1:pos:R:3:forces:R:3:mulliken_charge:R:1
O -3.250176 2.490700 -2.936351 0.48 -4.75 -0.41 -0.680
H -3.859794 1.670076 -3.222667 1.94 2.87 0.81 0.276
Ba -1.710165 0.678862 -0.758807 1.11 5.32 4.69 1.838
N -0.696149 -2.027938 0.668759 0.10 -0.37 0.39 0.668
N -2.984113 -0.919100 1.092338 0.93 -0.24 0.01 0.141
N 1.253312 0.123166 -1.173490 1.22 1.57 -2.27 0.305
N -0.105234 1.979951 -2.514119 4.03 -1.74 0.20 0.236
O 0.416116 -2.620533 0.368453 -0.87 0.12 0.67 -0.850
O 2.044795 -0.835597 -0.621386 -0.40 -1.41 1.27 -0.593
O -0.768346 2.538155 -3.449076 -1.96 0.55 -0.64 -0.692
O -3.646854 0.074863 1.475149 -0.63 -0.12 0.21 -0.561
C -2.638945 -1.884338 1.998399 0.50 0.62 -0.85 0.268
C -1.395388 -2.519135 1.736524 -0.29 0.39 -0.82 0.140
C 1.978359 0.916152 -1.972019 -1.83 -1.49 2.25 0.109
C 1.229634 1.903324 -2.718513 -2.08 1.08 0.36 0.118
C -0.901765 -3.605028 2.621317 0.24 -0.44 0.03 -1.536
H -0.583331 -3.218746 3.597435 -0.04 0.03 -0.14 0.271
H -0.052297 -4.112684 2.161070 -0.10 0.10 0.05 0.379
H -1.694119 -4.336112 2.808432 0.11 0.06 -0.02 0.415
C -3.460900 -2.110718 3.203761 -0.29 0.08 0.42 -1.250
H -4.429595 -1.615447 3.078042 0.24 -0.08 0.10 0.360
H -2.969849 -1.688649 4.090413 -0.14 -0.11 -0.06 0.284
H -3.623291 -3.178241 3.376981 0.08 0.12 0.02 0.357
C 3.456928 0.728238 -2.096351 0.34 0.10 -0.32 -1.341
C 1.856446 2.762314 -3.772490 -0.02 -0.02 -0.48 -1.458
H 3.704458 -0.303394 -2.376948 -0.17 0.17 0.16 0.309
H 3.974482 0.933102 -1.147915 -0.27 -0.10 -0.16 0.279
H 3.875700 1.389173 -2.860575 -0.11 -0.11 0.19 0.374
H 1.220200 3.644223 -3.952945 0.24 -0.40 0.08 0.396
H 1.909200 2.203351 -4.725464 0.09 0.34 0.19 0.262
H 2.872161 3.099188 -3.504508 -0.44 -0.22 -0.07 0.455
H 1.381524 -1.514886 -0.227893 0.95 0.80 -0.53 0.288
H -2.111328 2.127409 -3.103720 -2.08 2.56 -0.81 0.271
C -1.885846 -0.961751 -2.087290 1.40 -7.78 -0.77 -1.210
H -2.468914 -1.617567 -1.258259 1.47 1.34 -2.07 0.317
H -0.734033 -1.250622 -2.225322 -2.72 0.69 0.13 0.203
H -2.472829 -0.627315 -2.880062 -0.73 0.58 -1.52 0.776
O -0.026313 -3.822720 -2.258575 1.38 0.28 -1.71 -0.660
H 0.776290 -3.625989 -2.816587 -1.34 -0.50 0.52 0.339
H 0.263139 -3.438973 -1.438093 -0.03 0.26 1.22 0.332
C 1.204713 0.051515 2.947992 -0.47 -0.66 0.02 -0.461
C 1.147863 1.430899 2.458453 0.77 2.11 -0.56 0.052
N 0.375093 1.983727 1.528018 0.26 0.07 0.54 0.088
C 0.748197 3.322405 1.448526 1.70 -0.79 1.72 -0.515
C 1.804096 3.589994 2.333120 -2.00 -1.48 -1.28 -0.560
N 2.030546 2.367081 2.949613 -0.78 0.53 -0.76 -0.082
H 2.181595 -0.168292 3.405003 -0.39 0.00 -0.22 0.404
H 0.408598 -0.093302 3.692121 0.23 -0.18 -0.09 0.237
H 1.018796 -0.613614 2.098969 0.15 -0.10 0.30 -0.147
H 0.279210 4.002038 0.789654 -0.38 0.44 -0.55 0.426
H 2.334635 4.495754 2.527650 0.25 0.10 0.18 0.425
H 2.723487 2.205029 3.643235 0.34 -0.21 0.37 0.197
```
Positions in Å, forces in eV/Å.

The value obtained for the orbital gap (alpha / beta) is 5.6 / 5.6 eV. The calculation puts the energy above the lowest of the compared OMol25 structures with the same formula, charge and spin at 4.779 eV.

Record 2
This record from the Open Molecules 2025 dataset describes a cluster of 6 separate species, C13H26BrCl15P in total in a non-equilibrium geometry. The level of theory is the ωB97M-V functional and the def2-TZVPD basis.

XYZ file:
```
56
Properties=species:S:1:pos:R:3:forces:R:3:nbo_charge:R:1
C -3.595102 2.222944 -1.700507 0.38 -0.23 -0.60 -0.611
C -3.665316 0.707783 -1.828129 -0.50 0.24 1.09 -0.390
C -3.436643 0.025503 -0.470018 0.36 0.66 -0.76 -0.390
C -2.028754 0.255925 0.090378 -0.77 -1.08 0.05 -0.542
C -1.185791 -0.848926 -0.512954 -0.26 0.18 0.61 -0.623
P -2.107912 -0.041453 1.990124 -0.24 0.33 0.58 0.686
C -1.113406 1.563002 2.478499 1.09 -0.45 0.22 -0.731
C 0.401595 1.691819 2.115644 -0.93 1.45 -0.55 -0.448
C 0.633157 2.779578 0.990554 -0.14 -1.75 0.72 -0.379
Br 1.678979 1.999713 -0.530002 -0.28 0.47 0.51 -0.098
H -4.100271 2.575819 -0.815700 -0.14 0.05 0.45 0.204
H -4.029150 2.736866 -2.549964 -0.15 0.09 -0.33 0.188
H -2.556294 2.510494 -1.663536 0.34 0.41 0.22 0.201
H -2.933903 0.315955 -2.523729 0.04 0.04 -0.51 0.183
H -4.675959 0.461389 -2.133905 -0.19 -0.33 -0.48 0.179
H -3.560609 -1.034728 -0.637001 -0.24 -0.43 0.19 0.190
H -4.212329 0.365959 0.207808 -0.16 0.08 0.36 0.203
H -1.688046 1.241041 -0.197058 0.33 0.42 0.15 0.182
H -0.200062 -0.912632 -0.081867 0.59 0.09 -0.15 0.210
H -1.177973 -0.786787 -1.577393 0.39 0.02 -1.03 0.180
H -1.698615 -1.772686 -0.269626 0.04 -0.35 0.15 0.196
H -3.349205 0.767156 2.070263 -0.08 0.06 -0.06 -0.212
H -2.891596 -1.261121 1.691017 -0.12 -0.14 -0.11 -0.191
H -0.882735 -0.864015 1.952652 0.26 0.14 0.07 -0.208
H -2.279158 -0.355273 3.424501 0.12 -0.05 0.00 -0.184
H -1.653496 2.460134 2.193943 -0.20 0.24 -0.34 0.181
H -1.125012 1.554064 3.565910 -0.29 -0.08 0.29 0.196
H 0.886441 2.070444 3.000519 0.44 0.04 0.26 0.196
H 0.866494 0.742767 1.889443 -0.04 -0.38 -0.33 0.216
H -0.331862 3.092143 0.637093 -0.25 -0.05 -0.73 0.215
H 1.147120 3.654146 1.346989 0.51 0.16 -0.03 0.201
C 2.161266 -1.260180 -3.681910 -0.05 -0.07 0.15 -0.285
Cl 0.984926 0.040948 -3.556088 0.05 -0.15 -0.03 0.036
Cl 3.738489 -0.719227 -3.091241 0.05 0.00 -0.04 0.003
Cl 1.642342 -2.704792 -2.798265 0.04 0.58 -0.40 0.019
H 2.261843 -1.522259 -4.725033 0.06 -0.02 -0.04 0.218
C 0.449460 4.657896 -3.548562 -0.15 -0.10 0.17 -0.279
Cl 0.432287 5.187062 -1.866005 -0.03 0.04 -0.10 0.027
Cl -0.305065 3.074719 -3.725650 -0.04 0.17 -0.01 0.033
Cl -0.358084 5.846891 -4.581641 0.04 0.03 -0.05 -0.002
H 1.478965 4.580053 -3.866498 0.05 0.00 -0.01 0.225
C 4.144271 2.035053 2.437155 -0.03 -0.03 0.07 -0.286
Cl 5.699924 2.637871 1.852721 0.00 -0.01 -0.04 0.001
Cl 4.380249 0.695819 3.562991 -0.02 0.01 -0.02 0.012
Cl 3.222174 3.333055 3.195557 0.26 0.10 0.08 0.015
H 3.580643 1.669617 1.587182 -0.06 0.02 -0.05 0.253
C -0.245056 -5.538135 -0.211960 -0.09 0.15 0.22 -0.282
Cl 1.221225 -4.792720 -0.863563 -0.20 -0.45 0.36 0.022
Cl 0.146539 -6.880869 0.891942 -0.28 -0.08 -0.27 -0.010
Cl -1.248082 -4.357093 0.608457 0.08 -0.02 -0.03 0.070
H -0.803334 -5.945228 -1.042149 0.01 -0.08 -0.03 0.221
C 4.468876 -5.637352 2.357957 -0.09 0.06 -0.15 -0.288
Cl 5.904406 -6.004656 1.389540 0.03 -0.03 0.03 -0.003
Cl 4.275136 -3.895749 2.547208 0.01 -0.03 0.01 0.029
Cl 3.025025 -6.347279 1.635968 0.41 0.08 0.24 0.027
H 4.606987 -6.070467 3.337935 0.04 -0.02 0.04 0.221
```
Positions in Å, forces in eV/Å.

Its charge is -1. The value obtained for the orbital gap is 5.5 eV.

Record 3
This record from the Open Molecules 2025 dataset describes a structure of composition C13H26BrInNO5P in a non-equilibrium geometry. The level of theory is the ωB97M-V functional and the def2-TZVPD basis.

XYZ file:
```
48
Properties=species:S:1:pos:R:3:forces:R:3:mulliken_charge:R:1
C 0.707081 2.003750 4.084927 -0.16 -1.76 -0.67 -0.888
C 1.259242 1.405428 2.668491 0.17 1.61 1.28 0.707
O 2.690650 1.763438 2.639244 -0.52 -1.28 0.09 -0.588
C 0.577255 2.142313 1.414790 0.76 -0.21 -1.32 -0.429
O -0.309708 1.316768 0.621231 0.09 1.42 1.61 -0.458
In -1.872194 0.474277 1.728743 0.45 -1.77 -0.09 0.674
Br -2.835374 2.009974 3.624492 0.13 0.42 -0.85 -0.512
C -1.130582 -1.553007 2.495914 0.29 0.23 0.10 -0.999
C 0.100514 -2.080297 1.602529 -0.30 -0.66 0.41 -0.208
C -0.362884 -3.014782 0.347247 -0.34 0.63 1.58 -0.686
N -0.436239 -2.169451 -0.882354 0.78 -1.58 -0.24 0.118
C 0.228238 -2.791294 -2.057162 0.24 -0.03 -1.47 -0.682
C 1.054538 -1.771215 -2.982075 2.38 2.11 -2.25 0.690
C 2.202384 -2.343464 -3.903649 -0.51 3.78 -0.25 -0.680
C 3.046988 -1.396405 -4.832327 -2.06 1.19 1.71 -0.424
C 2.832498 0.151220 -4.867022 -2.88 -2.37 2.83 -0.443
C 1.707489 0.718587 -3.962614 0.73 -3.46 -0.13 -0.345
C 0.830762 -0.233515 -3.062232 1.83 -0.86 -1.95 0.161
O -0.201629 0.407510 -2.308233 0.80 -0.77 -1.18 -0.310
P -3.880337 -0.097519 0.207708 -2.45 0.10 2.96 0.388
O -5.108410 -0.175803 1.178237 2.00 0.16 -1.69 -0.690
H -0.082424 1.243702 4.447769 0.93 1.59 -0.34 0.187
H 0.262131 3.045147 3.938331 0.72 -1.52 0.47 0.187
H 1.570802 1.955748 4.828878 -1.21 0.39 -0.99 0.302
H 1.177512 0.267399 2.663384 -0.24 1.58 -0.35 -0.053
H 3.148987 1.056668 3.150597 -0.44 0.89 -0.58 0.362
H 0.056699 3.141592 1.691630 0.85 -1.52 0.24 -0.003
H 1.448527 2.451440 0.711832 -1.19 -0.51 1.18 0.209
H -0.764872 -1.367428 3.567588 -0.67 -0.43 -1.43 0.261
H -2.022374 -2.284573 2.502914 1.50 1.04 0.10 0.375
H 0.787027 -2.681557 2.319749 -0.98 0.77 -1.30 0.320
H 0.711194 -1.218944 1.165886 -0.84 -1.20 0.53 0.104
H -1.400926 -3.470859 0.577375 1.62 0.55 -0.20 0.235
H 0.391201 -3.869707 0.297142 -1.03 1.19 -0.45 0.328
H -1.403027 -1.882273 -1.080519 0.79 -0.36 0.04 0.026
H -0.517021 -3.332233 -2.765655 1.04 0.81 1.04 0.270
H 0.980263 -3.615276 -1.748250 -1.24 1.51 -0.25 0.295
H 2.418108 -3.476121 -3.901708 -0.38 2.10 -0.01 0.264
H 3.860626 -1.829263 -5.523744 -1.50 0.61 1.37 0.280
H 3.430918 0.875333 -5.515339 -0.86 -1.41 1.01 0.307
H 1.491578 1.848902 -3.937798 0.31 -2.08 0.03 0.281
H -1.050213 0.431710 -2.800433 0.97 -0.25 0.13 0.255
H -3.746014 -1.416187 -0.378808 0.20 0.85 -0.58 0.002
H -4.157635 0.924187 -0.764354 0.23 -0.75 -0.53 -0.034
O -1.723022 4.600456 0.794840 -0.27 0.29 -0.34 -0.385
H -1.901272 5.544372 0.588429 0.04 -0.34 0.08 0.449
H -1.685080 4.051707 -0.025081 0.17 -0.23 0.34 0.424
H -2.381982 4.239546 1.439464 0.08 -0.46 0.35 0.357
```
Positions in Å, forces in eV/Å.

The value obtained for the orbital gap is 5.2 eV.

Record 4
This record from the Open Molecules 2025 dataset describes a structure of composition C13H26Cl2CrNOP2S in a non-equilibrium geometry. The level of theory is the ωB97M-V functional and the def2-TZVPD basis.

XYZ file:
```
47
Properties=species:S:1:pos:R:3:forces:R:3:nbo_charge:R:1
C -0.397329 3.183668 -3.614839 0.02 0.53 -0.53 -0.778
C -0.298077 2.156760 -2.585404 -2.72 -1.85 0.97 0.775
H -1.418403 3.238784 -3.992774 -0.05 -0.14 0.12 0.294
H 0.288732 2.954173 -4.438735 0.00 -0.01 0.19 0.309
H -0.103348 4.155239 -3.201910 0.06 -0.17 0.02 0.307
O -1.090090 1.389255 -2.086479 4.18 2.52 -1.13 -0.435
Cl 1.789303 2.263007 -2.038657 -1.37 0.89 -1.33 -0.079
Cr 1.186192 0.693429 -0.662566 0.24 -3.19 2.19 0.680
P 0.975208 -1.284040 -2.119496 1.02 -0.33 -0.01 0.965
C -0.388430 -2.429299 -1.821644 -0.42 0.06 0.09 -0.944
C 0.833389 -0.871550 -3.869629 -0.03 0.13 -0.24 -0.950
H 0.654325 -1.788161 -4.444680 0.05 0.30 -0.03 0.269
H 2.538375 -2.953656 -2.889254 0.05 0.11 0.31 0.260
H 1.760060 -0.394272 -4.200909 -0.08 -0.11 -0.04 0.263
H 3.342826 -1.654091 -1.921773 -0.13 -0.26 -0.13 0.268
H -1.304970 -1.843113 -1.700352 -0.06 -0.22 -0.09 0.238
H 0.007716 -0.167407 -4.021048 0.06 -0.26 -0.14 0.227
C 2.469919 -2.313964 -1.997397 0.08 0.07 -0.07 -0.935
H -0.500766 -3.107728 -2.677091 0.02 0.16 0.20 0.268
H 2.423657 -2.925478 -1.087006 0.01 0.15 -0.29 0.268
H -0.211980 -3.006701 -0.908546 0.04 0.13 -0.25 0.262
P -0.015740 1.926487 1.022400 0.03 0.66 0.68 0.892
C -1.581446 1.328920 1.719583 -0.23 -0.15 -0.14 -0.930
C 1.100245 2.135984 2.428684 0.15 0.19 0.12 -0.930
H 0.439485 4.101916 0.042193 -0.15 -0.05 0.21 0.255
H -0.763395 4.193155 1.375240 0.04 -0.06 -0.38 0.269
H -1.236531 3.575357 -0.247358 0.09 0.11 0.27 0.238
C -0.431152 3.615858 0.499367 -0.06 0.17 -0.05 -0.943
H 2.118558 2.247034 2.039815 -0.15 0.07 0.23 0.270
H 0.801652 3.025941 2.999659 0.15 -0.28 -0.03 0.260
H -1.969645 2.051006 2.453822 0.15 -0.18 -0.24 0.267
H -1.460471 0.350268 2.199892 -0.01 0.39 -0.13 0.246
H 1.075562 1.245755 3.066033 0.00 0.19 -0.13 0.250
H -2.302044 1.225394 0.897522 0.02 0.01 0.27 0.251
Cl 3.364926 0.533380 0.023249 -0.85 0.21 -0.53 -0.369
S 1.129133 -1.248402 0.997080 0.63 0.38 0.17 -0.141
C -0.104270 -1.773706 2.062952 -0.07 -0.17 1.06 0.083
N 0.219213 -1.904097 3.407716 -0.30 0.01 -0.64 -0.472
C -0.655784 -2.355123 4.353632 -0.17 0.06 -0.76 0.093
C -1.936934 -2.709830 3.970384 0.30 0.12 -0.04 -0.249
C -2.292933 -2.617665 2.608705 0.06 -0.03 0.45 -0.078
C -1.385489 -2.152510 1.677548 -0.23 0.01 -0.09 -0.272
H 1.181038 -1.661257 3.681492 -0.57 -0.13 -0.21 0.455
H -0.283875 -2.401038 5.373121 -0.08 -0.03 -0.20 0.257
H -2.651097 -3.051471 4.715233 0.22 0.04 -0.17 0.269
H -3.289991 -2.917533 2.293583 0.17 0.06 0.08 0.256
H -1.625323 -2.058678 0.618641 -0.09 -0.11 0.42 0.244
```
Positions in Å, forces in eV/Å.

Its charge is +2. The value obtained for the orbital gap (alpha / beta) is 6.8 / 7.4 eV. Its spin multiplicity is 4.